(1)
The following is a quantum chemistry calculation of a molecular structure, C29H41BrN4O2PSSe2SiZr in a non-equilibrium geometry, from OMol25.

Values from the calculation:
**Energy relative to the best compared isomer or geometry (same formula, charge and spin)**: 0.950 eV
**DFT total energy**: -9951.9955 a.u.
**Total charge**: +1

Each line ends with the Mulliken charge.
Atoms and positions in Å:
Zr -0.476 -1.370 -0.645  -0.282
Br 2.096 -1.528 -1.710  -0.098
Se -0.791 -3.413 -2.283  -0.150
Se 0.604 -2.610 1.404  -0.028
S 0.284 1.306 -0.631  -0.184
P 1.155 0.393 1.854  1.390
Si -1.574 4.281 -0.220  0.345
O 0.076 -7.318 0.527  -0.523
O -2.213 -2.922 0.242  -0.001
N -1.740 0.092 0.440  0.772
N 2.206 2.609 3.231  0.175
N 3.818 1.254 2.069  0.248
N 2.909 0.490 4.175  0.203
C 0.031 4.503 -1.176  -0.911
C -0.127 -0.157 -5.017  1.043
C -2.029 -0.046 -2.970  -0.852
C 0.207 -0.546 -3.688  0.496
C -2.994 4.876 -1.308  -1.180
C 2.443 -1.143 -4.504  -0.740
C -2.362 0.381 -4.271  -1.187
C -2.869 -0.011 1.161  -0.721
C -1.434 0.321 -5.271  -0.834
C -3.621 1.083 1.502  -1.472
C -0.650 -5.081 -1.219  -1.619
C -0.765 -0.494 -2.645  0.704
C -0.805 -5.017 0.303  2.125
C -3.211 2.336 1.042  -0.264
C 0.482 -4.536 0.985  -1.138
C -1.454 5.246 1.404  -1.119
C 0.824 -0.283 -6.056  -0.936
C -2.074 -4.272 0.742  -1.628
C 3.377 2.610 2.361  -0.935
C 2.473 1.922 4.442  -0.825
C 2.903 0.548 1.176  -1.311
C 4.124 0.545 3.253  -0.783
C -1.294 1.325 0.077  0.835
C -1.028 -6.482 0.776  -1.454
C -2.033 2.501 0.326  0.030
C 2.075 -0.773 -5.811  -0.653
C 1.528 -1.017 -3.505  0.728
C 1.807 -0.285 3.530  -1.567
C 1.010 2.141 2.533  -0.894
H -1.395 6.318 1.208  0.386
H -3.137 -1.006 1.493  0.463
H -3.820 3.204 1.269  0.456
H 0.597 -5.033 1.947  0.562
H -4.507 0.965 2.108  0.475
H 1.580 1.890 5.066  0.396
H 1.352 -4.776 0.378  0.325
H -2.876 5.937 -1.534  0.338
H 0.334 -5.480 -1.463  0.562
H 3.280 -0.463 1.000  0.329
H 3.174 0.042 5.053  0.333
H -3.969 4.747 -0.836  0.355
H -3.099 -2.839 -0.122  0.178
H 4.413 -0.480 3.021  0.398
H -1.411 -5.737 -1.644  0.462
H 0.909 4.274 -0.572  0.186
H -3.006 4.340 -2.258  0.326
H -1.692 0.613 -6.281  0.372
H -0.562 4.971 1.970  0.278
H 0.113 5.541 -1.506  0.412
H 0.157 2.179 3.218  0.539
H -3.367 0.726 -4.478  0.476
H -2.930 -4.857 0.397  0.599
H 4.922 1.049 3.801  0.355
H -1.939 -6.878 0.306  0.506
H 3.123 3.111 1.429  0.339
H 2.794 -0.885 -6.611  0.409
H -2.816 -0.020 -2.214  0.315
H 3.284 2.416 4.982  0.362
H 0.187 -7.439 -0.421  0.361
H 0.065 3.866 -2.058  0.299
H 4.187 3.156 2.851  0.273
H 0.535 0.011 -7.058  0.404
H -2.320 5.080 2.046  0.359
H 3.435 -1.520 -4.297  0.461
H -2.102 -4.228 1.834  0.334
H 2.873 1.068 0.220  0.641
H 0.804 2.819 1.705  0.041
H 2.150 -1.302 3.340  0.725
H 0.967 -0.343 4.225  0.314
H -1.171 -6.500 1.859  0.489


(2)
The following is a quantum chemistry calculation of 9 unconnected molecules or ions with the total composition C29H41Cl18IN2O, from OMol25.

Values from the calculation:
**SMILES string**: C/C(Cl)=C(/Cl)c1cc(CC(=O)I)c2nccnc2c1.ClCCCl.ClCCCl.ClCCCl.ClCCCl.ClCCCl.ClCCCl.ClCCCl.ClCCCl
**DFT total energy**: -9895.5900 a.u.

Each line ends with the Mulliken charge.
Atoms and positions in Å:
I 1.193 0.604 4.211  -0.015
Cl 10.831 -0.980 -6.335  -0.170
Cl 6.656 -0.348 0.351  -0.154
Cl 9.971 0.059 -1.749  -0.197
Cl -4.402 -1.611 1.967  -0.119
Cl -6.235 2.094 -0.625  -0.232
Cl -3.026 -3.807 4.180  -0.170
Cl 2.106 -5.563 6.228  -0.204
Cl -5.719 2.983 3.520  -0.218
Cl 2.194 -3.062 3.923  -0.035
Cl -9.474 -0.188 -3.253  -0.190
Cl 7.229 -1.372 -3.154  -0.120
Cl -3.853 6.389 -2.160  -0.151
Cl 10.041 2.294 -6.730  -0.181
Cl -6.896 4.728 -2.616  -0.189
Cl -2.566 2.470 2.375  -0.205
Cl -2.040 4.312 -4.134  -0.177
Cl -10.488 2.404 -1.288  -0.196
Cl 4.124 -0.113 -1.519  -0.177
O -1.241 -1.011 3.977  -0.350
N -0.878 -3.109 1.472  -0.231
N 1.101 -4.779 0.354  -0.665
C 8.932 -1.701 -3.563  -0.180
C 4.096 -0.972 -0.024  -0.811
C 2.559 -2.895 0.172  -0.028
C 2.787 -1.558 0.330  -0.102
C 5.123 -1.783 2.099  -1.103
C -0.504 -0.337 1.786  -0.889
C 1.318 -3.445 0.533  0.381
C -9.998 1.427 -3.797  -0.485
C 0.882 -3.400 5.085  -0.183
C 1.409 -3.929 6.392  -0.579
C 1.767 -0.719 0.834  -0.331
C -3.580 1.301 3.267  0.729
C -6.930 4.719 -0.833  -0.602
C -9.597 2.510 -2.832  -0.136
C -5.036 1.445 2.921  -0.019
C -4.047 -2.399 4.560  -0.223
C 0.318 -2.610 1.071  0.578
C 11.971 0.367 -6.603  -0.443
C -0.473 -0.425 3.287  0.151
C -1.052 -4.386 1.308  -0.415
C 5.151 -1.071 0.780  0.363
C -0.065 -5.219 0.729  -0.483
C -3.303 5.453 -4.661  -0.366
C 0.562 -1.229 1.204  0.302
C 9.826 -1.615 -2.354  -0.493
C -5.104 -2.159 3.514  -0.547
C -3.316 6.709 -3.829  -0.498
C -5.875 3.807 -0.267  -0.041
C 11.499 1.638 -5.945  -0.423
H -1.497 -0.635 1.461  0.119
H -6.756 5.742 -0.504  0.408
H 12.926 0.066 -6.175  0.284
H -5.780 -1.375 3.853  0.255
H 9.240 -0.995 -4.325  -0.014
H 12.089 0.490 -7.676  0.348
H -3.400 1.452 4.329  0.362
H -5.843 3.910 0.817  0.111
H -5.608 0.642 3.383  -0.109
H -9.523 1.608 -4.760  0.305
H -2.331 7.165 -3.779  0.365
H 4.318 -1.403 2.728  0.178
H -4.259 4.938 -4.608  0.225
H 0.357 -2.463 5.255  0.005
H -4.522 -2.601 5.519  0.424
H -3.243 0.304 2.988  -0.886
H 10.829 -1.944 -2.620  0.318
H 8.975 -2.707 -3.977  0.331
H -7.926 4.412 -0.524  0.378
H -8.537 2.466 -2.603  0.061
H 11.267 1.478 -4.895  0.254
H 0.198 -4.101 4.616  0.263
H -3.388 -1.542 4.666  0.092
H 1.960 0.339 0.932  0.592
H 12.276 2.396 -6.024  0.349
H -0.306 0.689 1.489  0.785
H -5.192 1.410 1.845  0.216
H -5.683 -3.057 3.317  0.432
H -9.821 3.486 -3.260  0.296
H -3.094 5.707 -5.699  0.316
H -11.076 1.396 -3.936  0.335
H -4.015 7.425 -4.257  0.286
H 4.953 -2.850 1.962  0.285
H 3.334 -3.534 -0.225  0.647
H 0.592 -4.001 7.107  0.377
H -1.999 -4.809 1.617  0.488
H -4.892 4.030 -0.672  0.176
H 6.070 -1.668 2.614  0.460
H -0.276 -6.273 0.598  0.409
H 9.455 -2.231 -1.539  0.347
H 2.179 -3.280 6.799  0.355


(3)
The following is a quantum chemistry calculation of 3 unconnected molecules or ions with the total composition C29H41Cl2O4P in a non-equilibrium geometry, from OMol25.

Values from the calculation:
**SMILES string**: C[C@@H](Cl)Cc1ccc(O)c2c1C(=O)c1cccc(P(O)Cl)c1C2=O.CCCCCC.CCCCCC
**DFT total energy**: -2692.3798 a.u.

Each line ends with the Mulliken charge.
Atoms and positions in Å:
Cl -0.680 0.411 7.036  -0.203
Cl 1.937 1.030 -0.994  -0.204
P 1.203 -0.516 7.020  0.156
O 1.313 2.554 6.108  -0.469
O 2.948 2.541 1.761  -0.539
O -1.484 3.272 5.511  -0.514
O 0.823 -2.125 7.059  -0.475
C 2.871 -0.302 2.682  -0.974
C 3.704 -1.723 -2.542  -1.206
C -1.716 3.782 3.172  -0.932
C -5.957 -1.514 -1.762  -0.437
C 2.263 0.791 3.250  0.754
C -0.003 3.228 1.597  0.372
C 5.655 -0.633 -6.800  -1.196
C -5.327 -0.841 1.221  -0.442
C 2.482 -1.460 4.726  -0.305
C 5.326 -1.845 -5.934  -0.336
C -4.453 0.403 1.099  -1.084
C 0.526 3.157 0.177  -1.755
C 0.229 2.722 3.961  0.940
C 2.977 -1.443 3.447  -0.866
C 0.409 1.663 -0.287  0.587
C -1.240 3.774 1.887  -1.111
C 1.767 0.790 4.534  0.709
C -0.782 1.476 -1.271  -1.312
C 2.075 2.068 2.458  0.153
C 1.866 -0.365 5.304  -0.127
C -7.025 -2.597 -1.638  -1.205
C 1.112 2.075 5.012  -0.621
C 3.813 -0.561 -3.523  0.050
C 0.713 2.713 2.664  0.751
C -4.652 -1.866 -1.049  -0.277
C -1.006 3.268 4.239  0.566
C 3.186 -0.856 -4.885  -0.810
C -4.770 -2.047 0.466  -0.721
C 3.832 -2.006 -5.660  -0.754
H -1.411 2.368 -1.187  0.304
H -5.740 -1.357 -2.822  0.383
H 1.569 3.465 0.104  0.471
H -2.709 4.187 3.367  0.318
H -3.446 0.208 1.477  0.260
H 3.671 -2.945 -5.122  0.302
H 5.362 0.301 -6.317  0.288
H 4.863 -0.276 -3.640  0.251
H -7.922 -2.311 -2.189  0.377
H 3.242 -0.221 1.665  0.608
H -6.340 -0.611 0.880  0.270
H 0.174 1.052 0.587  0.182
H 2.125 -1.087 -4.743  0.354
H -1.881 4.172 1.106  0.414
H -4.372 0.739 0.064  0.259
H -0.411 1.359 -2.290  0.372
H 3.216 0.054 -5.491  0.338
H 3.440 -2.312 2.991  0.415
H 5.882 -1.785 -4.994  0.245
H 3.309 0.307 -3.093  0.143
H -5.395 -2.917 0.683  0.327
H 5.145 -0.695 -7.764  0.295
H -4.876 1.225 1.679  0.398
H 5.684 -2.745 -6.442  0.374
H -7.316 -2.760 -0.599  0.283
H 4.235 -2.606 -2.901  0.425
H -6.352 -0.565 -1.388  0.243
H -1.389 0.619 -0.965  0.300
H 2.659 -1.993 -2.376  0.248
H -5.414 -1.104 2.279  0.358
H 0.457 -2.338 6.185  0.349
H -6.667 -3.544 -2.047  0.296
H -3.911 -1.091 -1.267  -0.032
H 2.586 -2.404 5.258  0.601
H -4.253 -2.791 -1.477  0.389
H -0.043 3.798 -0.502  0.689
H 4.138 -1.446 -1.579  0.295
H 6.728 -0.580 -6.991  0.374
H 3.307 -2.117 -6.615  0.393
H -2.100 4.013 5.565  0.318
H -3.778 -2.285 0.864  0.364


In the order shown, the computed HOMO level values come out to -0.3503, -0.3265, -0.3334 Eh.